This record from the Open Molecules 2025 dataset describes 2 unconnected molecules or ions with the total composition BrH3NOP at a distorted geometry. The level of theory is ωB97M-V with the def2-TZVPD basis set.

Element x y z (Å)
H: 1.03 -1.55 1.44
H: -0.23 2.59 0.07
O: -0.31 1.72 -0.29
N: -0.04 -1.30 1.30
H: 0.58 1.72 -0.76
Br: -0.02 -1.77 -1.90
P: -1.00 -1.41 0.15

Energy relative to the best compared isomer or geometry (same formula, charge and spin), eV: 1.4701
LUMO level, eV: -0.22
SMILES: [H]/N=P\Br.O
Calculated total energy, a.u.: -3047.158633
Total charge: 0